ORCA calculation (ωB97M-V with the def2-TZVPD basis set) on a structure of composition C33H29FN6NiO5S.

Properties
- 2S+1 = 3
- gap between HOMO and LUMO (spin up / spin down) (eV) = 8.50 / 8.48
- net charge = 0

The geometry in XYZ format:
```
76
Properties=species:S:1:pos:R:3:forces:R:3:lowdin_spin:R:1
Ni -0.2381 1.2305 -0.9652 0.30 -0.02 -0.27 1.758
C 5.2817 -3.1674 1.3962 -0.02 0.04 -0.11 0.000
C 5.1418 -3.0641 -0.1227 0.21 -0.19 0.19 0.000
C 5.3006 -4.4085 -0.8240 -0.12 0.04 0.03 0.000
C 4.1622 -5.3471 -0.4426 0.05 0.05 0.01 0.000
C 2.8253 -4.6761 -0.6253 0.05 -0.12 -0.01 0.000
C 1.6857 -5.4299 -0.7981 0.02 0.09 0.01 0.000
C 0.4576 -4.8053 -0.9867 0.01 0.12 0.00 0.000
F -0.6299 -5.5814 -1.1527 0.00 -0.01 0.00 0.000
C 0.3337 -3.4453 -1.0207 -0.06 -0.10 0.00 0.000
C 1.4780 -2.6571 -0.8492 0.01 -0.01 0.04 0.003
C 1.3431 -1.1962 -0.8880 0.47 -0.11 0.03 0.004
O 0.1987 -0.7087 -1.0150 -0.42 0.12 -0.01 0.045
C 2.5653 -0.4685 -0.7801 -0.32 0.48 -0.05 0.001
C 3.7304 -1.1426 -0.5686 0.02 -0.19 0.02 0.000
N 3.8452 -2.4771 -0.4790 0.01 0.27 -0.11 -0.001
C 2.7242 -3.2704 -0.6433 -0.27 -0.06 -0.03 0.000
C 2.6979 1.0590 -0.8796 0.28 -0.40 0.11 0.005
O 3.8271 1.5184 -0.7531 -0.16 0.04 -0.06 0.002
O 1.6358 1.7226 -1.1048 -0.34 0.25 -0.04 0.055
H 6.2312 -3.6421 1.6463 -0.01 0.00 0.03 0.000
H 4.4707 -3.7533 1.8292 0.00 0.00 0.02 0.000
H 5.2640 -2.1762 1.8491 -0.03 0.00 0.00 0.000
H 5.9037 -2.3771 -0.4914 -0.05 0.02 -0.07 0.000
H 6.2619 -4.8414 -0.5479 0.02 0.01 -0.04 0.000
H 5.2990 -4.2496 -1.9048 0.02 0.01 0.00 0.000
H 4.2713 -5.6638 0.5982 0.01 -0.03 -0.01 0.000
H 4.2000 -6.2495 -1.0533 -0.01 -0.02 0.03 0.000
H 1.7378 -6.5114 -0.7974 -0.01 0.00 -0.01 0.000
H -0.6216 -2.9668 -1.1834 0.01 0.00 0.01 0.000
H 4.6353 -0.5559 -0.4659 0.01 -0.01 0.02 0.000
C 0.4121 0.3508 -6.8775 -0.12 0.01 0.00 0.000
C -1.0190 0.3415 -6.3289 0.21 -0.04 -0.06 0.000
C -1.1199 1.1097 -5.0529 -0.29 0.59 0.10 0.001
N -0.6646 0.7407 -3.9187 0.15 -0.54 -0.03 0.001
N -0.8569 1.6368 -2.9141 0.06 0.48 0.12 0.041
C -1.4494 2.7431 -3.3053 0.09 -0.40 -0.56 0.003
N -1.6553 3.8336 -2.5446 0.23 -0.03 0.19 -0.001
S -1.8514 2.7121 -4.9913 0.14 -0.27 0.14 0.004
H 0.4663 -0.2346 -7.7955 0.03 0.02 0.00 0.000
H 1.0961 -0.0770 -6.1462 0.02 0.01 -0.01 0.000
H 0.7330 1.3696 -7.0970 0.04 -0.02 0.00 0.000
H -1.3355 -0.6864 -6.1485 -0.07 0.03 0.04 0.000
H -1.7009 0.7818 -7.0575 -0.04 -0.08 -0.01 0.000
H -1.5638 3.6763 -1.5518 -0.16 0.04 0.11 0.000
H -2.3802 4.4674 -2.8255 -0.12 0.02 0.05 0.000
O -4.1115 2.2482 -1.1743 0.13 -0.06 0.08 0.002
C -3.4133 2.0409 -0.2020 -0.17 0.14 -0.12 0.003
N -3.8560 1.9664 1.0994 0.13 0.05 0.19 0.003
C -2.7583 1.9780 2.0562 -0.10 0.01 0.11 0.000
C -1.6136 1.7019 1.0757 -0.13 0.05 -0.05 0.009
O -0.4456 1.4000 1.3233 0.07 -0.02 0.16 0.031
N -2.0328 1.8613 -0.1888 0.18 -0.12 0.00 0.030
C -2.9678 0.9284 3.1344 -0.01 -0.04 -0.01 0.000
C -2.2896 -0.2827 3.1383 0.01 0.05 -0.06 0.000
C -2.5633 -1.2308 4.1154 0.01 -0.05 -0.01 0.000
C -3.5168 -0.9807 5.0887 0.04 -0.02 0.00 0.000
C -4.2021 0.2269 5.0849 -0.02 -0.02 0.03 0.000
C -3.9254 1.1759 4.1157 0.02 0.00 0.01 0.000
C -2.4943 3.3651 2.6612 -0.11 0.07 -0.05 0.000
C -3.0939 4.5077 2.1414 0.01 -0.09 -0.02 0.000
C -2.8297 5.7554 2.6895 0.00 0.02 0.01 0.000
C -1.9562 5.8761 3.7580 -0.03 0.02 -0.07 0.000
C -1.3442 4.7410 4.2704 0.04 0.02 0.06 0.000
C -1.6107 3.4946 3.7281 0.04 -0.06 0.00 0.000
H -4.7955 2.2227 1.3481 -0.02 0.04 -0.08 0.000
H -1.5371 -0.4774 2.3853 0.00 -0.04 0.04 0.000
H -2.0272 -2.1715 4.1103 0.00 0.01 0.01 0.000
H -3.7212 -1.7218 5.8506 -0.02 0.01 0.00 0.000
H -4.9494 0.4268 5.8423 0.00 0.02 -0.01 0.000
H -4.4508 2.1245 4.1285 0.02 0.01 0.00 0.000
H -3.7729 4.4332 1.3021 -0.02 -0.04 -0.02 0.000
H -3.3143 6.6313 2.2767 0.02 0.00 0.01 0.000
H -1.7501 6.8499 4.1829 0.01 -0.01 0.02 0.000
H -0.6572 4.8322 5.1021 0.01 -0.04 -0.01 0.000
H -1.1291 2.6136 4.1345 -0.01 0.00 -0.01 0.000
```
Forces are in eV/Å.


ORCA calculation (ωB97M-V with the def2-TZVPD basis set) on a structure of composition C33H29IN6O5Pt in a non-equilibrium geometry.

Properties
- ΔE to the lowest compared entry with this formula, charge and spin (kcal per mole) = 0.0
- 2S+1 = 1
- gap between HOMO and LUMO (eV) = 5.88
- net charge = +2

The geometry in XYZ format:
```
75
Properties=species:S:1:pos:R:3:forces:R:3:lowdin_charge:R:1
Pt 0.0998 -1.0590 -0.2494 -0.05 -0.22 -0.03 1.319
C 0.9255 -5.4666 0.2867 -0.11 -0.03 -0.08 0.005
C 1.0536 -4.9120 -1.0987 -0.16 0.07 -0.10 -0.237
N 1.6267 -5.6500 -2.0222 0.14 -0.10 -0.06 0.160
C 1.8316 -5.1837 -3.2645 -0.10 0.05 0.18 -0.050
C 1.5038 -3.9066 -3.6457 0.02 -0.09 -0.09 -0.119
C 1.7817 -3.4241 -5.0499 0.01 0.07 0.09 -0.176
O 2.3244 -2.1058 -5.0851 -0.02 0.00 0.06 -0.057
C 0.8509 -3.0979 -2.6880 0.00 0.23 0.10 -0.075
C 0.3603 -1.8114 -3.0712 -0.26 -0.35 -0.07 0.014
N -0.1778 -0.9401 -2.2758 0.82 0.77 0.12 -0.081
C -0.8080 0.2390 -2.7950 -0.09 -0.03 -0.08 -0.328
C -0.4567 0.8352 -4.0025 0.17 -0.06 0.04 0.002
C -1.1382 1.9545 -4.4529 -0.07 0.05 0.05 -0.024
C -2.1835 2.4971 -3.7162 0.07 -0.04 -0.04 -0.032
C -2.5489 1.9183 -2.5097 0.03 -0.02 -0.04 -0.107
C -1.8472 0.8095 -2.0765 -0.17 0.06 0.09 -0.558
I -2.3958 -0.1043 -0.2718 0.02 -0.25 -0.01 1.312
C 0.5672 -3.6166 -1.4187 0.11 -0.20 -0.04 -0.256
O -0.2000 -3.0036 -0.5149 -0.23 0.28 0.42 -0.207
H 1.1640 -6.5263 0.2635 -0.02 0.00 0.00 0.094
H -0.0769 -5.3215 0.6879 0.01 -0.01 0.01 0.086
H 1.6389 -4.9772 0.9518 0.02 0.06 0.05 0.082
H 2.2755 -5.8790 -3.9664 0.11 0.03 0.02 0.130
H 0.8485 -3.3847 -5.6162 0.02 0.00 -0.05 0.138
H 2.4372 -4.1355 -5.5513 -0.04 -0.02 -0.03 0.133
H 3.2777 -2.1519 -4.9559 0.00 -0.01 -0.01 0.109
H 0.3839 -1.5813 -4.1294 -0.25 0.02 -0.02 0.132
H 0.3654 0.4446 -4.5896 0.02 -0.02 0.02 0.128
H -0.8416 2.4104 -5.3873 -0.01 0.00 -0.01 0.127
H -2.7104 3.3707 -4.0734 -0.01 -0.01 -0.01 0.126
H -3.3685 2.3225 -1.9311 0.03 0.02 0.03 0.101
O 3.5421 -2.6018 0.8981 0.03 0.18 -0.10 0.189
C 2.5200 -1.9925 0.8283 0.14 0.00 0.23 -0.516
O 2.0303 -1.4846 -0.3054 -0.13 -0.20 -0.44 -0.134
C 1.6627 -1.7146 2.0309 -0.09 -0.13 -0.03 -0.159
C 2.1325 -1.7873 3.3249 -0.04 -0.11 -0.04 0.065
C 1.2342 -1.5844 4.3615 -0.04 0.02 0.01 0.025
C -0.1047 -1.3581 4.0631 0.03 -0.05 0.06 -0.006
C -0.5027 -1.2746 2.7454 0.07 -0.13 -0.08 -0.103
N 0.3831 -1.4289 1.7512 0.07 0.37 0.03 -0.061
H 3.1767 -2.0127 3.4927 0.00 -0.02 -0.02 0.147
H 1.5700 -1.6191 5.3893 -0.02 -0.01 0.00 0.138
H -0.8436 -1.2532 4.8453 0.01 0.02 0.01 0.130
H -1.5338 -1.0987 2.4756 -0.01 0.06 -0.01 0.091
C -4.8480 4.0287 0.8267 0.09 -0.02 -0.03 -0.033
C -3.6619 3.5603 1.6258 -0.05 -0.02 -0.03 -0.281
C -3.7977 2.6155 2.6385 0.01 -0.02 0.00 -0.041
C -2.7020 2.1841 3.3683 -0.01 -0.12 -0.07 -0.030
C -1.4319 2.6899 3.1066 0.11 -0.01 0.04 -0.250
N -0.3730 2.1664 3.9027 -0.22 -0.02 0.05 0.133
C 0.9498 2.5072 4.0446 0.11 -0.11 -0.03 -0.499
O 1.5407 2.3462 5.0840 -0.05 0.06 -0.07 0.120
N 1.6240 3.0070 2.9119 0.00 0.17 -0.10 0.152
C 1.6552 2.4406 1.6482 -0.08 0.06 0.04 -0.201
C 2.6176 2.8449 0.7189 -0.03 0.04 -0.03 0.054
C 2.6160 2.3022 -0.5504 -0.07 0.07 0.01 0.003
C 1.6907 1.3288 -0.8746 -0.08 0.16 -0.04 -0.107
N 0.7846 0.9228 0.0223 0.25 -0.45 -0.06 -0.094
C 0.7503 1.4672 1.2455 -0.24 0.07 -0.10 -0.072
C -1.2807 3.6462 2.1085 0.00 0.05 0.03 -0.022
C -2.3890 4.0662 1.3854 0.02 -0.03 -0.02 -0.026
H -5.7848 3.7462 1.3023 -0.01 0.02 0.00 0.086
H -4.8375 3.5914 -0.1747 -0.05 0.00 -0.01 0.069
H -4.8345 5.1107 0.7001 -0.03 0.01 0.03 0.091
H -4.7792 2.2240 2.8766 0.00 0.00 0.02 0.122
H -2.8389 1.4650 4.1693 -0.02 0.01 0.01 0.118
H -0.6948 1.7170 4.7488 0.01 0.11 0.07 0.147
H 2.4612 3.5051 3.1830 0.04 -0.10 0.05 0.164
H 3.3514 3.5939 0.9913 0.01 -0.01 0.00 0.139
H 3.3366 2.6213 -1.2893 0.01 -0.01 0.00 0.131
H 1.6653 0.8706 -1.8524 0.09 -0.09 0.06 0.115
H -0.0381 1.1393 1.8999 0.09 -0.13 0.03 0.082
H -0.3243 4.1085 1.9218 0.03 0.02 0.00 0.109
H -2.2570 4.8307 0.6286 0.01 0.02 0.01 0.124
```
Forces are in eV/Å.


Q: Which value of net charge does entry 2 give?
A: +2


Q: The lowest net charge belongs to which entry?
A: C33H29FN6NiO5S